ORCA calculation (ωB97M-V/def2-TZVPD) on the molecule C3H4N2O2 at a distorted geometry.

```
11
Properties=species:S:1:pos:R:3
O 0.596 0.707 0.770
O 0.470 -0.129 2.826
N -0.691 -0.975 0.954
N 0.486 1.348 -1.463
C -0.530 -0.777 -0.498
C 0.130 -0.191 1.653
C 0.124 0.409 -0.537
H 1.479 1.567 -1.393
H -1.250 -1.157 -1.280
H -1.132 -1.790 1.422
H 0.318 0.988 -2.456
```

Its HOMO energy is -8.43 eV. The spin multiplicity is 1. The SMILES is Nc1c[nH]c(=O)o1. The maximum force is 3.16 eV Å⁻¹. As for the total energy: -10250.5869 eV. The energy relative to the best compared isomer or geometry (same formula, charge and spin) is 38.7 kcal per mole.